Formula: C34H37NO5PSTi
Source: OMol25
Level of theory: ωB97M-V/def2-TZVPD

Each line ends with the Löwdin charge.
CARTESIAN COORDINATES (ANGSTROEM)
Ti1 0.2849 -0.1389 0.4073  1.052
O1 1.4363 1.4129 3.9420  0.159
C1 0.7991 1.0046 3.0152  -0.500
O2 1.2937 0.6033 1.8529  -0.119
C2 -0.7113 0.8752 3.0207  -0.131
C3 -1.5840 1.0492 4.0789  0.055
C4 -2.9391 0.8318 3.8376  0.008
C5 -3.3870 0.4643 2.5708  0.054
C6 -2.4377 0.3106 1.5777  -0.141
N1 -1.1552 0.5009 1.8316  0.066
C7 -2.6380 -0.0978 0.1325  -0.535
O3 -3.7119 -0.0503 -0.4141  0.125
O4 -1.5029 -0.4290 -0.4218  -0.170
H1 -1.2068 1.3376 5.0493  0.136
H2 -3.6503 0.9460 4.6444  0.124
H3 -4.4316 0.2968 2.3524  0.135
C8 -0.6630 -1.9001 -3.2633  -0.038
C9 0.6752 -1.5701 -3.8550  -0.279
C10 0.8133 -1.4358 -5.2329  -0.042
C11 2.0420 -1.1705 -5.8181  -0.063
C12 3.1747 -1.0470 -5.0287  -0.069
C13 3.0613 -1.1720 -3.6544  -0.081
C14 1.8224 -1.4130 -3.0596  -0.309
P1 1.6721 -1.5387 -1.2587  1.106
C15 3.1320 -0.7450 -0.5097  -0.310
C16 3.2972 0.5819 -0.9400  -0.132
C17 4.2274 1.4219 -0.3651  -0.057
C18 5.0100 0.9455 0.6759  -0.043
C19 4.8676 -0.3633 1.0979  -0.023
C20 3.9440 -1.2384 0.5255  -0.232
C21 3.8856 -2.6441 1.0564  -0.019
C22 1.4601 -3.2433 -0.7879  -0.345
C23 1.9209 -4.3382 -1.5159  -0.068
C24 1.6938 -5.6105 -1.0278  -0.063
C25 1.0120 -5.7731 0.1751  -0.051
C26 0.5485 -4.6780 0.8846  -0.023
C27 0.7594 -3.3854 0.4057  -0.315
C28 0.2782 -2.1688 1.1404  -0.176
H4 -1.4368 -1.8658 -4.0282  0.090
H5 -0.9432 -1.2175 -2.4588  0.039
H6 -0.6624 -2.9056 -2.8348  0.094
H7 -0.0636 -1.5505 -5.8579  0.118
H8 2.1157 -1.0747 -6.8934  0.112
H9 4.1413 -0.8633 -5.4776  0.111
H10 3.9445 -1.0777 -3.0366  0.110
H11 2.6836 0.9516 -1.7532  0.072
H12 4.3385 2.4377 -0.7200  0.112
H13 5.7357 1.5885 1.1547  0.115
H14 5.4935 -0.7301 1.9014  0.119
H15 4.7469 -2.8292 1.6951  0.087
H16 3.8875 -3.3877 0.2614  0.084
H17 2.9903 -2.8078 1.6570  0.079
H18 2.4483 -4.1866 -2.4503  0.116
H19 2.0410 -6.4756 -1.5752  0.111
H20 0.8337 -6.7695 0.5569  0.112
H21 0.0118 -4.8236 1.8141  0.122
H22 0.7908 -2.0882 2.1087  0.078
H23 -0.7923 -2.2822 1.3568  0.077
C29 0.7394 2.5473 -5.1887  -0.102
C30 1.6322 2.9504 -4.0218  -0.284
C31 0.8468 3.2036 -2.7383  -0.301
S1 -0.0088 1.6823 -2.2331  1.030
O5 0.3007 1.5843 -0.7257  -0.589
C32 -1.7489 2.1544 -2.3385  -0.317
C33 -2.1967 3.1827 -1.3147  -0.272
C34 -3.7071 3.3787 -1.3913  -0.082
H24 1.3226 2.4354 -6.1014  0.082
H25 -0.0278 3.3010 -5.3766  0.082
H26 0.2469 1.5891 -5.0030  0.055
H27 2.1737 3.8669 -4.2639  0.119
H28 2.3876 2.1803 -3.8419  0.098
H29 0.1223 4.0098 -2.8545  0.098
H30 1.4926 3.4376 -1.8916  0.103
H31 -2.3049 1.2201 -2.2339  0.084
H32 -1.8709 2.5053 -3.3676  0.109
H33 -1.6832 4.1337 -1.4779  0.110
H34 -1.9057 2.8395 -0.3183  0.101
H35 -4.0067 3.7503 -2.3722  0.083
H36 -4.0376 4.1020 -0.6472  0.081
H37 -4.2274 2.4381 -1.2095  0.070

Calculated values
Energy above the lowest of the compared OMol25 structures with the same formula, charge and spin, kcal/mol: 5.6
Charge: +1
Gap between HOMO and LUMO, eV: 7.52
Molar mass, g/mol: 650.6
Largest force on an atom, eV Å⁻¹: 0.7
HOMO, eV: -11.17
Total energy, Ha: -3337.729624



Formula: C5H11NO2
Source: OMol25
Level of theory: ωB97M-V/def2-TZVPD

Each line ends with the Löwdin charge.
CARTESIAN COORDINATES (ANGSTROEM)
C1 -0.6379 1.2464 1.0722  -0.146
C2 0.1670 -1.1908 -1.7952  -0.078
C3 1.7900 -0.0252 -0.2363  -0.077
C4 -0.7191 0.0961 0.1735  -0.349
C5 0.3597 -0.3106 -0.5897  -0.279
N1 -2.0348 -0.2958 -0.1330  0.093
O1 0.5332 1.9047 1.2891  0.029
O2 -0.8031 -0.1260 2.2962  -0.132
H1 0.4679 2.7724 0.8656  0.131
H2 0.1181 -0.2323 2.5732  0.031
H3 -1.5200 1.8858 1.0818  0.150
H4 -2.5772 -0.3404 0.7279  0.090
H5 -2.0527 -1.2246 -0.5392  0.081
H6 0.8943 -0.9385 -2.5720  0.078
H7 0.3148 -2.2456 -1.5311  0.084
H8 2.1148 0.9483 -0.6198  0.079
H9 1.9600 -0.0404 0.8425  0.070
H10 2.4474 -0.7906 -0.6579  0.077
H11 -0.8224 -1.0930 -2.2480  0.067

Calculated values
Energy above the lowest of the compared OMol25 structures with the same formula, charge and spin, kcal/mol: 81.6
Gap between HOMO and LUMO, eV: 7.87
Molar mass, g/mol: 117.1
Largest force on an atom, eV Å⁻¹: 4.4
HOMO, eV: -7.34
Total energy, Ha: -402.248045



Formula: C16H19ClTl
Source: OMol25
Level of theory: ωB97M-V/def2-TZVPD

Each line ends with the Löwdin charge.
CARTESIAN COORDINATES (ANGSTROEM)
C1 -2.3785 -0.9423 -1.7360  -0.252
C2 -1.7911 -1.1182 -3.0414  -0.188
C3 -1.5865 0.1740 -3.6116  -0.177
H1 -1.5905 -2.0612 -3.5135  0.087
C4 -1.9940 1.1553 -2.6615  -0.173
C5 -2.4838 0.4811 -1.4998  -0.229
H2 -2.9188 0.9351 -0.6259  0.084
H3 -2.6973 -1.7387 -1.0843  0.081
H4 -1.2097 0.3623 -4.6033  0.083
H5 -1.9808 2.2186 -2.8287  0.081
Tl1 -0.0998 -0.4486 -0.9851  0.743
Cl1 0.2236 -2.8308 -0.2611  -0.136
C6 2.4456 0.1425 -1.3753  -0.246
C7 2.0708 1.3859 -1.9910  -0.199
C8 1.6477 1.1063 -3.3207  -0.190
H6 2.1696 2.3581 -1.5436  0.073
C9 1.7551 -0.3006 -3.5432  -0.196
C10 2.2600 -0.9031 -2.3517  -0.223
H7 2.4742 -1.9472 -2.1988  0.066
H8 2.8852 0.0049 -0.3993  0.083
H9 1.3237 1.8309 -4.0538  0.076
H10 1.5199 -0.8285 -4.4525  0.076
C11 1.2582 -0.7285 3.7273  -0.045
C12 -0.0036 0.0184 3.3240  -0.665
C13 -1.2625 -0.7292 3.7338  -0.047
C14 -0.0008 1.4689 3.7672  -0.063
C15 -0.0180 0.1546 1.8775  -0.196
C16 -0.0100 0.7471 0.7799  -0.087
H11 1.2946 -0.7585 4.8102  0.076
H12 2.1424 -0.2151 3.3322  0.091
H13 1.2369 -1.7378 3.3038  0.090
H14 -1.2981 -0.7604 4.8161  0.076
H15 -2.1469 -0.2167 3.3372  0.091
H16 -1.2370 -1.7384 3.3104  0.091
H17 0.8831 1.9690 3.3542  0.093
H18 -0.8837 1.9727 3.3558  0.093
H19 0.0007 1.5183 4.8523  0.078

Calculated values
Charge: -1
Gap between HOMO and LUMO, eV: 6.61
Molar mass, g/mol: 451.2
Largest force on an atom, eV Å⁻¹: 2.9
HOMO, eV: -4.07
Total energy, Ha: -1253.634094



Formula: C6H10AgO6
Source: OMol25
Level of theory: ωB97M-V/def2-TZVPD

Each line ends with the Löwdin charge.
CARTESIAN COORDINATES (ANGSTROEM)
O1 1.9707 1.7585 0.3310  0.312
C1 2.4018 0.5498 0.1710  -0.530
O2 1.9952 -0.3635 0.9809  0.152
C2 0.5790 -0.5813 1.2530  -0.059
C3 0.0575 -1.7354 0.4221  -0.126
C4 -0.4283 -1.3787 -0.9826  -0.135
C5 -1.4113 -0.2380 -1.0552  -0.068
O3 -2.5570 -0.5905 -0.1743  0.162
C6 -3.4996 0.2178 0.0278  -0.506
O4 -3.5145 1.3683 -0.5437  0.430
O5 -4.4444 -0.1226 0.8112  0.347
H1 0.0400 0.3569 1.0874  0.135
H2 0.5517 -0.8306 2.3182  0.173
H3 -0.7567 -2.1962 1.0004  0.150
H4 0.8473 -2.4943 0.3459  0.142
H5 -0.8857 -2.2591 -1.4523  0.153
H6 0.4140 -1.1001 -1.6325  0.131
H7 -1.8135 -0.1144 -2.0664  0.164
H8 -1.0190 0.7145 -0.6803  0.133
H9 -5.1366 0.5469 0.9639  0.212
Ag1 4.5366 -1.1142 -1.1187  1.287
O6 3.3874 0.3463 -0.5643  0.117
H10 2.6335 2.3573 -0.1134  0.223

Calculated values
Charge: +3
Spin multiplicity: 3
Gap between HOMO and LUMO (alpha / beta), eV: 9.76 / 4.79
<S²>: 2.009
Molar mass, g/mol: 286.0
Largest force on an atom, eV Å⁻¹: 3.7
HOMO (alpha / beta), eV: -22.61 / -22.48
Total energy, Ha: -831.667556



Formula: C27H35KN6O8
Source: OMol25
Level of theory: ωB97M-V/def2-TZVPD

Each line ends with the Löwdin charge.
CARTESIAN COORDINATES (ANGSTROEM)
K1 -1.1216 0.3351 -0.8560  0.731
O1 1.6716 0.1389 -4.7495  -0.034
C1 1.3641 0.1615 -3.5448  -0.654
O2 0.2564 -0.1801 -3.0423  -0.137
C2 2.4668 0.5559 -2.5370  -0.100
C3 2.5475 -0.4534 -1.3751  -0.253
C4 3.9646 -0.4416 -0.7881  -0.108
C5 3.9730 0.9412 -0.0894  -0.104
C6 2.5184 1.4042 -0.3095  -0.270
O3 1.7963 0.1606 -0.3151  -0.121
C7 2.3350 1.9013 -1.7403  -0.108
C8 1.0371 2.7312 -1.9360  -0.666
O4 0.1883 2.6980 -1.0004  -0.119
O5 0.9848 3.3900 -2.9889  -0.030
H1 3.4043 0.5517 -3.0949  0.135
H2 2.1285 -1.4329 -1.5915  0.148
H3 4.0828 -1.2525 -0.0659  0.095
H4 4.7340 -0.5457 -1.5541  0.106
H5 4.2087 0.8506 0.9723  0.080
H6 4.6852 1.6373 -0.5355  0.107
H7 2.0980 2.0628 0.4453  0.146
H8 3.1513 2.5661 -2.0314  0.139
O6 -4.7577 -0.9460 2.2041  0.020
C9 -3.6975 -0.5156 1.7538  -0.457
N1 -2.6763 -1.1829 1.1745  0.090
C10 -2.5614 -2.5179 1.3304  -0.464
O7 -3.0261 -3.2526 2.1987  0.022
C11 -1.6379 -3.1830 0.2995  -0.183
C12 -1.3196 -4.5284 0.4710  -0.021
C13 -0.4984 -5.1452 -0.4542  -0.089
C14 -0.0203 -4.4064 -1.5281  -0.078
C15 -0.3875 -3.0726 -1.6230  -0.133
N2 -1.1769 -2.4760 -0.7298  0.084
C16 -3.5258 1.0078 1.7469  -0.184
C17 -4.5609 1.7936 2.2470  -0.017
C18 -4.4334 3.1696 2.2059  -0.086
C19 -3.2860 3.7251 1.6590  -0.074
C20 -2.3013 2.8696 1.1891  -0.122
N3 -2.4145 1.5432 1.2496  0.063
H9 -1.7282 -5.0419 1.3295  0.104
H10 -0.2300 -6.1899 -0.3410  0.092
H11 0.6282 -4.8456 -2.2756  0.092
H12 -0.0377 -2.4349 -2.4320  0.093
H13 -5.4356 1.2958 2.6398  0.104
H14 -5.2264 3.8058 2.5835  0.092
H15 -3.1552 4.7969 1.5813  0.092
H16 -1.3960 3.2430 0.7172  0.093
C21 3.3391 -1.3729 3.2157  -0.051
C22 2.0990 -0.5605 3.5765  -0.649
C23 1.5228 -1.0447 4.9038  -0.067
C24 2.4645 0.9250 3.6874  -0.052
N4 1.1158 -0.8236 2.5218  -0.065
N5 -0.0409 0.0069 2.6480  0.039
H17 4.1110 -1.2613 3.9813  0.077
H18 3.7546 -1.0383 2.2620  0.055
H19 3.0814 -2.4296 3.1233  0.081
H20 2.2249 -0.8626 5.7232  0.069
H21 1.3069 -2.1132 4.8480  0.076
H22 0.5901 -0.5193 5.1088  0.068
H23 3.2155 1.0863 4.4666  0.072
H24 1.5769 1.5081 3.9346  0.072
H25 2.8660 1.2948 2.7412  0.059
H26 1.5445 -0.6709 1.6107  0.083
H27 0.0333 0.8172 2.0411  0.057
H28 -0.8450 -0.5138 2.3071  0.040
C25 -1.7902 2.2794 -3.9033  -0.024
N6 -2.4629 0.9966 -4.0177  -0.179
C26 -2.0336 0.1387 -5.1006  -0.057
C27 -3.3073 0.5669 -3.0723  -0.383
O8 -3.6421 1.1790 -2.0651  -0.045
H29 -0.7083 2.1500 -3.8913  0.071
H30 -2.0890 2.7572 -2.9742  0.089
H31 -2.0694 2.9164 -4.7489  0.089
H32 -2.2477 0.6198 -6.0610  0.080
H33 -2.5791 -0.8051 -5.0520  0.079
H34 -0.9641 -0.0637 -5.0115  0.068
H35 -3.6791 -0.4542 -3.2723  0.135

Calculated values
Energy above the lowest of the compared OMol25 structures with the same formula, charge and spin, kcal/mol: 2.1
Charge: -2
Gap between HOMO and LUMO, eV: 7.16
Molar mass, g/mol: 610.7
Largest force on an atom, eV Å⁻¹: 0.1
HOMO, eV: -2.89
Total energy, Ha: -2580.456640



Formula: C12H21BrIN3O2
Source: OMol25
Level of theory: ωB97M-V/def2-TZVPD

Each line ends with the Löwdin charge.
CARTESIAN COORDINATES (ANGSTROEM)
O1 0.2481 1.3018 2.3054  0.152
C1 -0.4252 0.5629 2.8556  -0.755
O2 -0.9707 0.8578 4.0233  0.148
N1 -0.7648 -0.7466 2.4417  -0.456
Br1 -1.0728 -0.8243 0.6000  0.865
C2 0.2134 -1.7541 2.9201  -0.235
C3 1.5231 -1.7719 2.1348  -0.363
C4 2.7270 -2.0832 3.0224  -0.614
I1 4.1968 -3.1197 1.8034  0.714
H1 -1.7745 0.3271 4.0783  0.126
H2 -0.2771 -2.7116 2.8520  0.112
H3 0.3599 -1.5435 3.9730  0.125
H4 1.4645 -2.5312 1.3750  0.051
H5 1.7007 -0.8430 1.6189  0.052
H6 2.4780 -2.7470 3.8311  0.034
H7 3.2101 -1.1815 3.3520  0.014
C5 4.1324 2.4347 -1.5760  -0.111
C6 2.6410 2.2445 -1.3209  -0.256
C7 2.2496 2.4778 0.1421  -0.177
C8 2.9418 1.5349 1.0233  -0.225
N2 3.4802 0.8039 1.7014  0.191
H8 4.7284 1.7166 -1.0111  0.071
H9 4.3605 2.2887 -2.6321  0.071
H10 4.4537 3.4405 -1.2969  0.075
H11 2.3502 1.2354 -1.6189  0.113
H12 2.0770 2.9375 -1.9480  0.107
H13 1.1769 2.3435 0.2774  0.101
H14 2.5038 3.4926 0.4511  0.124
C9 -4.6918 -1.0695 -4.1871  -0.110
C10 -4.7992 -1.0858 -2.6662  -0.260
C11 -3.9188 -0.0269 -1.9940  -0.189
C12 -2.5040 -0.2472 -2.3130  -0.303
N3 -1.4173 -0.4245 -2.5738  0.143
H15 -3.6784 -1.2998 -4.5184  0.071
H16 -5.3553 -1.8160 -4.6237  0.072
H17 -4.9698 -0.0936 -4.5900  0.077
H18 -4.5252 -2.0756 -2.2963  0.112
H19 -5.8370 -0.9120 -2.3764  0.108
H20 -4.0370 -0.0646 -0.9109  0.103
H21 -4.1983 0.9729 -2.3284  0.122

Calculated values
Energy above the lowest of the compared OMol25 structures with the same formula, charge and spin, kcal/mol: 6.6
SMILES: O=C(O)N(Br)CCCI.CCCC#N.CCCC#N
Gap between HOMO and LUMO, eV: 9.34
Molar mass, g/mol: 446.1
Largest force on an atom, eV Å⁻¹: 5.8
HOMO, eV: -9.00
Total energy, Ha: -3656.259565